Computed, not measured: the molecule C19H17N5O3S2 in a non-equilibrium geometry, with wB97M-V/def2-TZVPD.

Summary:
- highest occupied orbital energy (eV) = -7.581
- total charge = 0
- ΔE to the lowest compared entry with this formula, charge and spin (eV) = 1.815
- DFT total energy (eV) = -55242.579

The geometry in XYZ format:
```
46
C19H17N5O3S2 (wB97M-V/def2-TZVPD)
C 5.191 2.773 -5.466
O 5.500 2.018 -4.320
C 4.538 1.857 -3.369
C 4.896 1.082 -2.263
C 3.997 0.851 -1.248
C 2.709 1.386 -1.308
N 1.844 1.141 -0.243
C 0.503 1.080 -0.248
N -0.159 0.856 0.847
N -1.458 0.669 0.666
C -1.836 0.757 -0.558
S -3.439 0.319 -1.067
C -3.664 -1.024 0.161
C -2.419 -1.895 0.092
O -2.000 -2.316 -0.965
N -1.742 -2.117 1.258
C -0.357 -2.540 1.174
C 0.570 -1.534 1.850
O 1.692 -1.286 1.462
N 0.054 -1.004 2.983
C -1.245 -1.218 3.424
C -1.632 -0.867 4.710
C -2.924 -1.110 5.138
C -3.833 -1.723 4.292
C -3.460 -2.070 3.005
C -2.177 -1.795 2.551
S -0.535 1.144 -1.682
C 2.359 2.173 -2.397
C 3.261 2.403 -3.422
H 4.951 3.811 -5.211
H 6.088 2.753 -6.083
H 4.358 2.334 -6.025
H 5.891 0.669 -2.227
H 4.278 0.244 -0.401
H 2.251 0.666 0.558
H -4.546 -1.570 -0.170
H -3.819 -0.565 1.133
H -0.224 -3.513 1.666
H -0.088 -2.643 0.120
H 0.625 -0.337 3.486
H -0.915 -0.399 5.368
H -3.219 -0.830 6.138
H -4.834 -1.936 4.633
H -4.161 -2.564 2.349
H 1.384 2.630 -2.451
H 2.951 3.016 -4.252
```

---

Computed, not measured: a structure of composition C19H17NO4 in a non-equilibrium geometry, with wB97M-V/def2-TZVPD.

Summary:
- highest occupied orbital energy (eV) = -8.280
- total charge = 0
- ΔE to the lowest compared entry with this formula, charge and spin (eV) = 15.180
- DFT total energy (eV) = -29644.831

The geometry in XYZ format:
```
41
C19H17NO4 (wB97M-V/def2-TZVPD)
O -3.465 1.424 0.588
C -2.464 0.865 0.282
C -1.714 -0.170 1.069
C -0.581 0.229 1.767
C -0.137 -0.680 2.475
C -0.513 -1.904 2.705
C -1.687 -2.135 2.197
C -2.355 -1.224 1.140
H -3.267 -1.396 0.664
H -2.194 -3.240 2.088
H 0.198 -2.745 3.107
H 1.084 -0.421 2.871
H -0.294 1.293 1.708
C -1.605 1.280 -1.056
N -0.334 1.385 -1.063
C 0.529 2.529 -0.529
C -0.050 3.779 -0.274
C 1.049 4.744 -0.018
C 2.426 4.229 -0.169
C 2.917 3.068 -0.224
C 1.808 2.151 -0.673
C 2.087 0.785 -0.782
C 0.726 0.256 -1.080
C 0.311 -1.042 -1.228
O -0.961 -1.437 -1.856
O 1.188 -2.009 -1.360
C 0.771 -3.258 -1.535
H 2.021 -3.816 -1.868
H 0.400 -3.302 -2.446
C 0.151 -4.029 -0.413
O -1.159 -4.090 -0.815
H -1.593 -3.116 -1.073
H 0.526 -5.079 -0.419
H 0.279 -3.425 0.493
H 2.728 0.142 -0.864
H 4.028 2.694 -0.327
H 3.038 5.106 0.015
H 0.908 5.694 0.306
H -0.925 4.061 -0.432
H -1.805 0.596 -1.721
H -2.066 2.208 -1.250
```

---

Computed, not measured: a structure of composition C19H17NOsS2Se in a non-equilibrium geometry, with wB97M-V/def2-TZVPD.

Summary:
- highest occupied orbital energy (spin up / spin down) (eV) = -7.812 / -7.692
- total charge = 0
- ΔE to the lowest compared entry with this formula, charge and spin (eV) = 1.084
- DFT total energy (eV) = -110951.426

The geometry in XYZ format:
```
41
C19H17NOsS2Se (wB97M-V/def2-TZVPD)
Os -0.411 1.299 0.176
C 3.546 -0.521 1.941
C 2.211 0.120 1.669
S 1.579 -0.139 0.096
C 1.555 0.811 2.654
C 2.158 0.991 4.023
S -0.020 1.461 2.470
H 3.870 -1.101 1.079
H 3.484 -1.187 2.804
H 4.301 0.236 2.162
H 3.063 1.600 3.966
H 2.431 0.033 4.471
H 1.448 1.491 4.679
C -1.373 -2.666 4.687
C -2.699 -2.314 4.488
C -3.098 -1.751 3.286
C -2.174 -1.520 2.264
C -0.852 -1.917 2.464
C -0.453 -2.479 3.665
C -2.619 -0.901 1.004
C -1.960 -0.003 0.266
C -2.415 0.636 -0.970
C -3.542 1.475 -1.044
C -3.857 2.117 -2.221
C -3.047 1.975 -3.348
C -1.931 1.166 -3.297
C -1.605 0.493 -2.120
H -1.064 -3.101 5.629
H -3.425 -2.477 5.275
H -4.132 -1.466 3.135
H -0.148 -1.814 1.652
H 0.581 -2.774 3.805
H -3.609 -1.204 0.665
H -4.159 1.604 -0.164
H -4.741 2.740 -2.268
H -3.307 2.486 -4.266
H -1.310 1.036 -4.173
H -0.804 -0.238 -2.121
Se 0.660 3.365 -0.618
C -0.909 3.905 0.135
N -1.920 4.244 0.592
```

---

Computed, not measured: a structure of composition C19H18As2CuF12HgN3O7 in a non-equilibrium geometry, with wB97M-V/def2-TZVPD.

Summary:
- highest occupied orbital energy (spin up / spin down) (eV) = -5.650 / -6.388
- total charge = -1
- 2S+1 = 2
- DFT total energy (eV) = -241895.248

The geometry in XYZ format:
```
63
C19H18As2CuF12HgN3O7 (wB97M-V/def2-TZVPD)
Hg -17.488 32.377 5.588
Cu -19.153 35.862 7.778
As -15.600 35.661 6.440
F -15.038 37.239 7.207
F -15.630 36.428 4.825
F -16.294 34.119 5.682
F -15.678 34.953 8.065
F -17.246 36.289 6.732
F -13.901 35.048 6.243
As -19.952 35.776 4.125
F -19.687 35.286 2.407
F -20.845 37.160 3.628
F -20.174 36.160 5.917
F -19.027 34.385 4.604
F -18.373 36.716 4.075
F -21.436 34.770 4.262
C -19.272 32.679 8.257
O -18.764 33.504 7.229
H -18.789 33.180 9.096
H -20.335 32.735 8.492
H -19.038 31.638 8.032
C -20.204 26.086 9.041
C -20.650 26.793 7.923
C -19.762 27.714 7.398
C -18.466 27.964 7.941
C -18.123 27.268 9.062
C -18.999 26.391 9.668
N -17.501 28.927 7.349
O -18.026 29.713 6.594
O -16.352 29.017 7.803
H -20.822 25.288 9.426
H -21.563 26.586 7.383
H -20.092 28.301 6.554
H -17.176 27.545 9.501
H -18.557 25.811 10.465
C -20.210 30.510 11.114
C -20.379 30.313 12.446
C -21.278 29.398 13.003
C -21.856 28.501 12.169
C -21.704 28.672 10.762
C -20.848 29.651 10.244
N -22.920 27.552 12.763
O -23.970 27.415 12.122
O -22.642 26.974 13.784
H -19.417 31.115 10.701
H -19.807 30.812 13.214
H -21.343 29.248 14.071
H -22.337 28.078 10.119
H -20.525 29.833 9.230
C -18.627 35.241 11.204
C -17.723 36.191 11.731
C -18.182 37.311 12.412
C -19.543 37.638 12.446
C -20.462 36.652 11.993
C -19.933 35.554 11.272
N -20.027 38.932 13.108
O -19.232 39.761 13.513
O -21.234 39.161 12.901
H -18.150 34.324 10.892
H -16.680 35.949 11.595
H -17.352 37.904 12.767
H -21.526 36.810 11.888
H -20.698 34.850 10.979
```

---

Computed, not measured: a structure of composition C19H18AsF8O15PSnV2 in a non-equilibrium geometry, with wB97M-V/def2-TZVPD.

Summary:
- highest occupied orbital energy (eV) = -7.013
- total charge = 0
- DFT total energy (eV) = -199781.004

The geometry in XYZ format:
```
65
C19H18AsF8O15PSnV2 (wB97M-V/def2-TZVPD)
O -3.371 2.704 -0.209
V -2.065 3.565 -0.146
O -2.055 4.143 1.291
O 4.559 -0.130 1.739
V 3.565 0.119 0.497
O 3.615 -1.227 -0.370
Sn 2.474 4.913 -2.226
C -0.976 4.398 -2.548
O -0.650 4.855 -1.450
O -1.715 3.444 -2.456
O -0.589 4.687 -3.661
As 3.079 0.537 -4.234
F 3.065 0.776 -6.021
F 3.468 -1.204 -4.433
F 3.103 0.243 -2.453
F 2.795 2.365 -4.033
F 1.319 0.265 -4.319
F 4.871 0.789 -4.326
O -0.732 1.879 -0.094
P 0.471 1.294 -0.873
O 1.623 0.695 -0.179
F 1.223 2.490 -1.665
F -0.029 0.412 -2.040
C -0.207 -1.893 3.207
C -1.498 -2.320 3.070
C -1.930 -2.607 1.756
C -1.082 -2.535 0.642
C 0.262 -2.182 0.855
C 0.668 -1.766 2.092
O 1.870 -1.335 2.330
O -3.185 -3.221 1.632
H 0.139 -1.676 4.207
H -2.174 -2.402 3.908
H -1.372 -2.774 -0.370
H 1.043 -2.137 0.110
H 1.935 -1.468 3.279
H -3.360 -3.420 2.555
C -3.652 -3.353 -3.842
C -3.285 -1.997 -3.996
C -2.039 -1.609 -3.446
C -1.212 -2.561 -2.824
C -1.550 -3.857 -2.713
C -2.814 -4.204 -3.171
O -3.225 -5.465 -2.910
O -1.720 -0.308 -3.520
H -4.573 -3.602 -4.348
H -3.998 -1.435 -4.580
H -0.247 -2.228 -2.470
H -0.911 -4.532 -2.163
H -4.044 -5.827 -3.257
H -1.066 0.022 -2.899
C 1.807 2.443 5.532
C 2.569 2.296 4.306
C 1.870 1.922 3.221
C 0.530 1.695 3.198
C -0.210 1.905 4.328
C 0.474 2.329 5.483
O -0.147 2.696 6.663
O 2.621 1.843 2.050
H 2.219 2.720 6.491
H 3.634 2.467 4.359
H 0.007 1.312 2.335
H -1.285 1.858 4.426
H -1.097 2.578 6.600
H 3.187 2.617 2.085
```

---

Computed, not measured: the molecule C19H18ClN5O6S2 in a non-equilibrium geometry, with wB97M-V/def2-TZVPD.

Summary:
- highest occupied orbital energy (eV) = -8.864
- total charge = 0
- ΔE to the lowest compared entry with this formula, charge and spin (eV) = 0.032
- DFT total energy (eV) = -73922.079

The geometry in XYZ format:
```
51
C19H18ClN5O6S2 (wB97M-V/def2-TZVPD)
H 0.952 -0.718 0.189
N 0.455 0.096 0.539
C 0.310 1.019 -0.306
C -0.407 2.267 -0.059
C -1.289 2.495 0.940
C -1.741 1.673 2.045
C -0.890 0.893 2.829
C -1.390 0.154 3.883
C -2.746 0.175 4.180
O -3.227 -0.563 5.228
S -4.397 -1.670 4.940
C -3.561 -3.082 5.679
O -4.514 -1.865 3.531
O -5.552 -1.370 5.715
C -3.602 0.972 3.416
Cl -5.270 1.003 3.823
C -3.100 1.728 2.374
C -0.280 3.398 -1.053
O -0.730 4.494 -0.814
N 0.341 3.136 -2.253
C 0.833 1.982 -2.477
S 1.633 1.508 -3.956
C 1.892 -0.078 -3.228
C 2.631 -1.144 -3.943
C 4.122 -0.762 -4.011
O 4.534 0.264 -3.511
N 4.923 -1.620 -4.673
C 4.584 -2.915 -5.219
C 5.384 -3.993 -4.470
O 6.765 -3.747 -4.552
C 7.094 -2.488 -4.006
C 6.352 -1.363 -4.732
N 1.440 -0.201 -2.045
N 0.841 0.922 -1.612
H -1.788 3.459 0.865
H 0.163 0.874 2.611
H -0.735 -0.445 4.496
H -2.692 -3.303 5.076
H -3.290 -2.805 6.688
H -4.256 -3.912 5.680
H -3.774 2.344 1.800
H 2.241 -1.247 -4.958
H 2.508 -2.079 -3.395
H 3.519 -3.121 -5.141
H 4.874 -2.931 -6.276
H 5.220 -4.974 -4.919
H 5.065 -4.015 -3.416
H 8.172 -2.377 -4.124
H 6.839 -2.463 -2.936
H 6.547 -0.400 -4.260
H 6.662 -1.333 -5.782
```

---

Number 1 is which compound? C19H17N5O3S2

---

What did the fifth record say?
Computed, not measured: a structure of composition C19H18AsF8O15PSnV2 in a non-equilibrium geometry, with wB97M-V/def2-TZVPD.

Summary:
- highest occupied orbital energy (eV) = -7.013
- total charge = 0
- DFT total energy (eV) = -199781.004

The geometry in XYZ format:
```
65
C19H18AsF8O15PSnV2 (wB97M-V/def2-TZVPD)
O -3.371 2.704 -0.209
V -2.065 3.565 -0.146
O -2.055 4.143 1.291
O 4.559 -0.130 1.739
V 3.565 0.119 0.497
O 3.615 -1.227 -0.370
Sn 2.474 4.913 -2.226
C -0.976 4.398 -2.548
O -0.650 4.855 -1.450
O -1.715 3.444 -2.456
O -0.589 4.687 -3.661
As 3.079 0.537 -4.234
F 3.065 0.776 -6.021
F 3.468 -1.204 -4.433
F 3.103 0.243 -2.453
F 2.795 2.365 -4.033
F 1.319 0.265 -4.319
F 4.871 0.789 -4.326
O -0.732 1.879 -0.094
P 0.471 1.294 -0.873
O 1.623 0.695 -0.179
F 1.223 2.490 -1.665
F -0.029 0.412 -2.040
C -0.207 -1.893 3.207
C -1.498 -2.320 3.070
C -1.930 -2.607 1.756
C -1.082 -2.535 0.642
C 0.262 -2.182 0.855
C 0.668 -1.766 2.092
O 1.870 -1.335 2.330
O -3.185 -3.221 1.632
H 0.139 -1.676 4.207
H -2.174 -2.402 3.908
H -1.372 -2.774 -0.370
H 1.043 -2.137 0.110
H 1.935 -1.468 3.279
H -3.360 -3.420 2.555
C -3.652 -3.353 -3.842
C -3.285 -1.997 -3.996
C -2.039 -1.609 -3.446
C -1.212 -2.561 -2.824
C -1.550 -3.857 -2.713
C -2.814 -4.204 -3.171
O -3.225 -5.465 -2.910
O -1.720 -0.308 -3.520
H -4.573 -3.602 -4.348
H -3.998 -1.435 -4.580
H -0.247 -2.228 -2.470
H -0.911 -4.532 -2.163
H -4.044 -5.827 -3.257
H -1.066 0.022 -2.899
C 1.807 2.443 5.532
C 2.569 2.296 4.306
C 1.870 1.922 3.221
C 0.530 1.695 3.198
C -0.210 1.905 4.328
C 0.474 2.329 5.483
O -0.147 2.696 6.663
O 2.621 1.843 2.050
H 2.219 2.720 6.491
H 3.634 2.467 4.359
H 0.007 1.312 2.335
H -1.285 1.858 4.426
H -1.097 2.578 6.600
H 3.187 2.617 2.085
```